[1]
Formula: C34H28LiO9P2S2
Source: the Open Molecules 2025 dataset
Level of theory: the ωB97M-V functional and the def2-TZVPD basis

Its total charge is -1. The calculation puts the frontier orbital gap at 7.892 eV. The calculation puts the HOMO energy at -0.226 hartree. The energy is -94605.15606 eV. For the energy above the lowest of the compared OMol25 structures with the same formula, charge and spin, the calculation gives 0.0 kcal per mole.

Each line ends with the Mulliken charge.
Geometry (Å):
Li  -1.27874  2.34132  0.28827  1.379
C  -5.76353  2.61185  -1.60505  -1.548
C  -4.68264  1.63854  -1.23670  0.962
C  -4.83487  0.76587  -0.16711  -0.758
C  -3.80122  -0.06783  0.23411  -0.972
C  -2.59445  -0.02210  -0.44693  0.236
C  -2.42977  0.81710  -1.54239  0.074
C  -3.47570  1.63522  -1.92702  -0.535
S  -1.30962  -1.08868  0.22791  1.144
O  -2.01618  -2.26356  0.81348  -0.901
C  -0.67895  -1.56908  -1.38703  0.007
C  -1.63994  -2.07526  -2.30422  -0.394
C  -1.27940  -2.44118  -3.55768  -1.425
C  0.06082  -2.25412  -3.99371  1.009
C  0.44855  -2.55252  -5.32161  -1.002
C  1.73372  -2.35801  -5.73761  -0.591
C  2.68809  -1.83679  -4.84061  -0.849
C  2.34096  -1.55340  -3.54970  -0.722
C  1.02016  -1.77187  -3.08021  1.083
C  0.64375  -1.50200  -1.71023  -0.522
C  1.81502  -1.39115  -0.77707  0.869
C  2.53479  -2.64205  -0.64173  1.367
C  1.93927  -3.87854  -1.00379  -0.723
C  2.62180  -5.05429  -0.87017  -0.878
C  3.94476  -5.06585  -0.38371  -0.614
C  4.53504  -3.89501  -0.00606  -0.982
C  3.83755  -2.66864  -0.10567  0.974
C  4.42243  -1.45237  0.33486  -1.331
C  3.69688  -0.30967  0.32002  -0.877
C  2.37386  -0.28115  -0.20411  0.540
S  1.60926  1.31014  0.12771  -0.350
O  0.24906  1.31698  -0.50195  -0.393
C  1.53564  1.09743  1.88416  1.035
C  2.00999  2.17813  2.60554  -0.801
C  1.93560  2.16346  3.99234  -0.805
C  1.37446  1.08456  4.65229  1.090
C  1.15575  1.10838  6.13620  -1.610
C  0.95260  -0.02023  3.90466  -0.951
C  1.03877  -0.02978  2.53217  -0.352
H  -6.71838  2.33152  -1.15978  0.396
H  -5.89266  2.67514  -2.68694  0.348
H  -5.50252  3.60913  -1.24335  0.287
H  -5.76750  0.75523  0.38496  0.305
H  -3.91167  -0.73443  1.07812  0.480
H  -1.49333  0.84499  -2.08286  0.292
H  -3.33219  2.31839  -2.75522  0.375
H  -2.66363  -2.17464  -1.96637  0.557
H  -2.00729  -2.85315  -4.24650  0.396
H  -0.30258  -2.93013  -6.00541  0.419
H  2.02004  -2.59158  -6.75522  0.395
H  3.70153  -1.65444  -5.17440  0.427
H  3.08037  -1.13428  -2.87982  0.401
H  0.91964  -3.89346  -1.36442  0.360
H  2.13658  -5.98542  -1.13291  0.435
H  4.48247  -6.00152  -0.29962  0.389
H  5.54358  -3.88465  0.39026  0.425
H  5.43861  -1.45720  0.71026  0.384
H  4.11823  0.60792  0.71368  0.520
H  2.38498  3.05189  2.08578  0.441
H  2.25154  3.03302  4.55394  0.278
H  1.67530  1.94597  6.60059  0.373
H  1.49776  0.18289  6.60329  0.390
H  0.08908  1.21652  6.34438  0.295
H  0.51363  -0.86936  4.41471  0.384
H  0.69008  -0.88395  1.97183  0.398
O  -0.61139  3.77288  3.61626  -0.546
P  -1.78919  2.77971  3.12438  0.386
O  -2.44424  2.19992  4.30676  -0.801
O  -1.25635  1.88120  2.03151  0.047
O  -2.78258  3.85862  2.37982  -0.396
P  -2.53594  4.66371  1.00269  0.558
O  -0.97784  5.20151  1.24436  -0.539
O  -3.38907  5.86585  0.92734  -0.810
O  -2.44644  3.67597  -0.12510  -0.607
H  -0.40934  4.39552  2.90067  0.428
H  -1.04283  6.15687  1.34064  0.244

***

[2]
Formula: C21H21ClN2O
Source: the Open Molecules 2025 dataset
Level of theory: the ωB97M-V functional and the def2-TZVPD basis

The calculation puts the frontier orbital gap at 8.422 eV. The calculation puts the HOMO energy at -0.285 hartree. The energy is -39667.46156 eV. For the energy above the lowest of the compared OMol25 structures with the same formula, charge and spin, the calculation gives 0.0 kcal per mole.

Each line ends with the Mulliken charge.
Geometry (Å):
Cl  3.66534  0.37795  -2.11188  -0.215
C  4.47234  -0.54343  -0.89369  0.405
C  5.50546  -1.37386  -1.29863  -0.499
C  6.20607  -2.11952  -0.36939  -0.385
C  5.87085  -2.03240  0.97262  -0.750
C  4.84051  -1.20831  1.37376  -0.496
C  4.11393  -0.44207  0.45553  0.377
C  3.04697  0.41326  0.94234  0.441
C  2.81137  0.89322  2.21002  -0.393
C  1.64344  1.67736  2.12680  -1.001
C  1.23820  1.62574  0.82121  0.517
C  0.06924  2.22808  0.11888  -0.995
N  -0.98166  1.24339  -0.09633  0.142
C  -1.59786  0.81468  1.14364  -0.725
C  -2.59253  -0.31488  0.87753  -0.942
N  -3.59898  0.15188  -0.04752  0.246
C  -4.85540  -0.44122  -0.07702  0.513
C  -5.89983  0.18603  -0.76615  -0.278
C  -7.17249  -0.34562  -0.76727  -0.642
C  -7.45022  -1.51278  -0.07436  -0.474
C  -6.43007  -2.13920  0.61801  -0.704
C  -5.14945  -1.61810  0.61660  -0.301
C  -2.98847  0.59212  -1.28384  -0.845
C  -2.00664  1.72497  -1.00076  -0.752
O  2.08626  0.86719  0.10913  -0.285
H  5.75592  -1.42673  -2.34666  0.413
H  7.00860  -2.76440  -0.69256  0.376
H  6.41119  -2.61213  1.70543  0.375
H  4.57253  -1.15525  2.41693  0.297
H  3.40466  0.72906  3.08580  0.461
H  1.17003  2.21331  2.92438  0.518
H  -0.29054  3.09500  0.70182  0.330
H  0.39706  2.57642  -0.86452  0.435
H  -0.81708  0.45649  1.81780  0.355
H  -2.12888  1.65167  1.63412  0.299
H  -3.06568  -0.58715  1.82188  0.512
H  -2.04512  -1.18422  0.47955  0.345
H  -5.71580  1.11182  -1.29047  0.376
H  -7.95923  0.16199  -1.30696  0.357
H  -8.44754  -1.92557  -0.07419  0.376
H  -6.62705  -3.05340  1.15986  0.359
H  -4.37324  -2.14684  1.14764  0.371
H  -3.75141  0.92844  -1.98380  0.478
H  -2.43097  -0.23847  -1.74705  0.260
H  -1.53499  2.03796  -1.93518  0.439
H  -2.55304  2.58585  -0.57406  0.309

***

[3]
Formula: C5H10O
Source: the Open Molecules 2025 dataset
Level of theory: the ωB97M-V functional and the def2-TZVPD basis

The calculation puts the frontier orbital gap at 10.119 eV. The calculation puts the HOMO energy at -0.330 hartree. The energy is -7392.50039 eV. For the energy above the lowest of the compared OMol25 structures with the same formula, charge and spin, the calculation gives 52.2 kcal per mole.

Each line ends with the Mulliken charge.
Geometry (Å):
C  2.19637  0.16623  1.26858  -1.262
C  1.06232  -0.01278  0.29572  -0.195
O  -0.08637  0.54136  0.87513  -0.363
C  -1.19113  0.49652  0.04726  0.026
C  -1.07209  0.02498  -1.46155  -0.669
C  -2.02368  -0.61498  -0.49842  -0.532
H  2.51694  1.21049  1.30747  0.287
H  3.04352  -0.45699  0.97681  0.368
H  1.85627  -0.13160  2.26297  0.316
H  1.25891  0.47488  -0.67099  0.370
H  0.86336  -1.07165  0.09617  0.258
H  -1.85092  1.29118  0.42877  0.350
H  -1.32473  0.71956  -2.25003  0.262
H  -0.31935  -0.69617  -1.83173  0.278
H  -1.88106  -1.66001  -0.26447  0.243
H  -3.04837  -0.28102  -0.58169  0.263

***

[4]
Formula: C29H30As2Cl2CrN3
Source: the Open Molecules 2025 dataset
Level of theory: the ωB97M-V functional and the def2-TZVPD basis

Its total charge is +1. The calculation puts the frontier orbital gap (alpha / beta) at 4.473 / 6.708 eV. The calculation puts the HOMO energy (alpha / beta) at -0.269 / -0.361 hartree. The energy is -210168.81105 eV. Its multiplicity is 5. The expectation value of S² is 6.079. For the energy above the lowest of the compared OMol25 structures with the same formula, charge and spin, the calculation gives 26.7 kcal per mole.

Each line ends with the Mulliken charge.
Geometry (Å):
Cr  -0.45413  -0.73042  -0.41433  -1.005
C  3.80045  -0.60530  -1.48137  -1.009
C  2.58609  -1.01693  -0.90582  -0.055
N  1.51275  -0.25872  -0.89680  0.975
C  1.57179  0.98698  -1.46491  0.842
C  2.74240  1.47508  -2.06472  1.023
C  3.87280  0.62995  -2.05694  -0.768
C  2.72113  2.76610  -2.64816  -1.002
C  1.56772  3.49123  -2.60617  -0.964
C  0.38508  2.99642  -2.00021  -0.519
C  0.36466  1.75411  -1.41812  -0.857
N  -0.68282  1.13122  -0.76524  0.799
C  -1.49131  1.78438  0.20846  -0.669
C  -2.19289  2.97264  0.04768  -0.674
C  -2.90520  3.48467  1.13017  -1.023
C  -2.92421  2.82181  2.34597  -0.916
C  -2.25005  1.60311  2.51901  1.154
C  -2.26270  0.84289  3.72857  -1.221
C  -1.55174  -0.36546  3.76935  -0.778
C  -0.88850  -0.83403  2.67130  -0.507
N  -0.86788  -0.14131  1.46386  1.168
C  -1.53164  1.09367  1.42014  0.579
H  4.65131  -1.27104  -1.45777  0.460
H  2.50375  -1.99200  -0.44407  0.428
H  4.79533  0.97282  -2.51054  0.475
H  3.61851  3.16125  -3.10558  0.449
H  1.54548  4.47853  -3.04939  0.436
H  -0.50515  3.60627  -2.00751  0.256
H  -2.22589  3.47892  -0.90650  0.440
H  -3.45364  4.40998  1.01165  0.408
H  -3.47436  3.23393  3.18342  0.434
H  -2.80134  1.20965  4.59083  0.420
H  -1.50915  -0.94840  4.68006  0.430
H  -0.32880  -1.75465  2.72921  0.362
C  0.47849  -0.30439  -4.22848  -1.597
As  -0.80117  -1.10492  -3.00838  1.472
C  -1.31456  -2.64358  -4.08376  -1.071
C  -2.39836  -0.02888  -3.26728  -0.029
C  -2.62355  0.68022  -4.44035  -0.512
C  -3.79982  1.40171  -4.60135  -0.794
C  -4.75634  1.40512  -3.59572  -0.788
C  -4.53766  0.68941  -2.42570  -0.477
C  -3.35889  -0.02601  -2.25843  -0.291
As  -2.97852  -1.01564  -0.63500  1.527
C  -4.20611  -0.29258  0.66031  -1.598
C  -3.82096  -2.72820  -1.00624  -1.015
H  0.18854  -0.54591  -5.24955  0.570
H  1.46538  -0.72128  -4.02912  0.352
H  0.51137  0.77517  -4.09308  0.403
H  -1.84484  -2.25515  -4.95105  0.450
H  -1.96027  -3.32071  -3.53123  0.213
H  -0.42582  -3.18255  -4.40384  0.445
H  -1.88363  0.68730  -5.23145  0.407
H  -3.96714  1.96253  -5.51169  0.442
H  -5.67173  1.96893  -3.71896  0.438
H  -5.28358  0.70987  -1.64119  0.427
H  -5.21364  -0.61565  0.40285  0.572
H  -4.13512  0.79256  0.67260  0.384
H  -3.93152  -0.67449  1.64314  0.380
H  -4.77927  -2.53994  -1.48598  0.383
H  -3.97999  -3.26098  -0.06926  0.451
H  -3.20183  -3.33572  -1.66315  0.175
Cl  0.80550  -4.47238  -1.96606  -0.095
C  0.03511  -4.50334  -0.39836  -0.406
Cl  0.12721  -2.93611  0.47604  -0.083
H  0.56458  -5.19690  0.24314  0.407
H  -1.01359  -4.75354  -0.49706  0.288

***

[5]
Formula: H14O7
Source: the Open Molecules 2025 dataset
Level of theory: the ωB97M-V functional and the def2-TZVPD basis

The calculation puts the frontier orbital gap at 11.432 eV. The calculation puts the HOMO energy at -0.410 hartree. The energy is -14558.33861 eV. For the energy above the lowest of the compared OMol25 structures with the same formula, charge and spin, the calculation gives 72.0 kcal per mole.

Each line ends with the Mulliken charge.
Geometry (Å):
O  -0.53037  0.53282  -0.31358  -0.629
H  -0.59709  1.17047  0.30271  0.291
H  0.45806  0.37201  -0.35748  0.310
O  3.27553  3.16238  2.85431  -0.646
H  3.18326  2.91818  1.93625  0.316
H  2.61181  3.87911  3.17047  0.330
O  1.16195  -3.38590  -1.45989  -0.610
H  0.95763  -4.06291  -2.10759  0.303
H  0.35187  -3.26389  -1.08250  0.271
O  0.07778  1.66783  -3.49073  -0.636
H  -0.83108  1.83052  -3.62625  0.307
H  0.10493  1.75041  -2.47496  0.330
O  -1.58035  3.10771  -0.34114  -0.577
H  -1.33639  3.73099  -1.08672  0.302
H  -2.22752  3.58355  0.17143  0.291
O  1.07670  -1.94043  1.21892  -0.581
H  1.46822  -2.76540  1.40484  0.311
H  0.99561  -2.11923  0.23318  0.312
O  -2.57684  -3.31145  1.90224  -0.595
H  -3.46054  -3.64183  2.14078  0.312
H  -2.58316  -3.21494  1.00571  0.286

***

Q: Number 5 is which compound?
A: H14O7

***

Q: Among the records above, which one has the lowest energy?
A: C29H30As2Cl2CrN3